[1]
Entry from OMol25: a cluster of 6 separate species, C37H83BF3INO12PS in total (ωB97M-V with the def2-TZVPD basis set).

Structure (ORCA input):
```
! wB97M-V def2-TZVPD RIJCOSX def2/J DEFGRID3
* xyz 0 1
C -1.88740 6.97964 -5.68498
O -0.53379 7.19484 -6.02251
C 0.43226 6.76059 -5.08588
C 1.52371 5.86875 -5.72425
C 1.18107 5.22419 -7.07573
C 0.66099 3.78300 -6.98746
C -0.49501 3.55521 -6.00717
C -0.60911 2.10215 -5.50274
C -0.36229 1.97540 -3.99942
C -0.06852 0.55488 -3.50587
C 0.84907 0.55099 -2.27457
C 0.70081 -0.58526 -1.24292
C 1.27866 -1.90251 -1.80259
C 0.38948 -2.66846 -2.80151
C 1.14734 -3.09314 -4.06235
C 2.33155 -4.03907 -3.78520
C 3.69261 -3.48467 -4.18890
N 3.83153 -3.52365 -5.65285
O -0.71318 -0.93861 -1.02762
S -1.79842 0.16553 -0.67693
O -2.98057 -0.60883 -0.38192
O -1.25769 0.63391 0.82007
C -0.30173 1.67827 0.69574
C -0.67402 2.71953 1.77847
F -1.95362 2.64229 2.11853
F 0.03764 2.57958 2.89738
F -0.47522 3.96100 1.35001
C 1.14455 1.15556 0.80226
P 2.21487 2.71136 0.54331
O 3.11117 2.40567 -0.80062
I 3.91668 2.40215 2.26356
C 1.42075 -0.25456 0.10274
C 2.95297 -0.44227 -0.10698
B 1.12044 -1.33214 1.26593
O 0.20391 -2.33472 1.19105
O 1.91555 -1.17486 2.38053
C 2.55584 -2.31464 2.95452
H -2.47646 7.80446 -6.08854
H -2.02803 6.95404 -4.59967
H -2.25755 6.04123 -6.11330
H -0.05829 6.23293 -4.25977
H 0.90479 7.64783 -4.64888
H 1.74577 5.06268 -5.01301
H 2.44651 6.44438 -5.81541
H 0.47750 5.84884 -7.62704
H 2.09717 5.19943 -7.67335
H 0.32585 3.48295 -7.98553
H 1.50028 3.12433 -6.73141
H -0.38868 4.22040 -5.14612
H -1.42393 3.82054 -6.51938
H -1.59950 1.70799 -5.74361
H 0.14075 1.48613 -6.01060
H 0.49798 2.61509 -3.75131
H -1.22059 2.37596 -3.44867
H -1.00845 0.04359 -3.29182
H 0.39652 -0.00712 -4.32346
H 0.75193 1.51891 -1.77723
H 1.88343 0.50497 -2.62609
H 2.23224 -1.67408 -2.28523
H 1.51061 -2.56131 -0.96522
H 0.00791 -3.56995 -2.31360
H -0.47926 -2.08023 -3.09256
H 0.43722 -3.55467 -4.75274
H 1.51481 -2.18550 -4.56440
H 2.19542 -4.95296 -4.37226
H 2.34873 -4.30913 -2.72501
H 3.81356 -2.46912 -3.77799
H 4.49816 -4.09224 -3.77426
H 4.76827 -3.23737 -5.91775
H 3.21372 -2.83287 -6.06948
H -0.48986 2.20109 -0.25176
H 1.29656 0.95298 1.86614
H 2.81965 2.98609 -1.51793
H 3.24015 -1.49474 -0.03817
H 3.49882 0.06524 0.67849
H 3.30257 -0.05410 -1.06001
H 0.05854 -2.76511 2.05310
H 2.36883 -3.21390 2.35975
H 2.18829 -2.48375 3.96530
H 3.63092 -2.12327 2.98062
C -4.24857 1.24717 5.62271
C -5.39763 1.56618 4.67880
C -5.69393 0.41150 3.73648
O -5.12267 2.75940 3.94137
H -3.33570 1.05661 5.05029
H -4.05778 2.08495 6.29336
H -4.46634 0.36301 6.22403
H -6.28960 1.80346 5.26152
H -4.81500 0.20590 3.11862
H -6.52188 0.65586 3.07158
H -5.94474 -0.49620 4.28739
H -4.33650 2.60616 3.40379
C 3.77021 -4.69244 7.69598
C 2.91138 -3.59125 7.09538
C 2.09579 -2.86414 8.15239
O 2.06447 -4.10720 6.06944
H 3.13626 -5.44139 8.17909
H 4.35188 -5.19027 6.92041
H 4.45581 -4.29514 8.44533
H 3.55293 -2.87342 6.57952
H 1.41546 -3.56297 8.64766
H 1.49890 -2.07395 7.69708
H 2.73877 -2.42075 8.91354
H 1.46238 -4.74761 6.46420
C -2.40625 -2.88846 5.37631
C -1.43147 -2.40139 4.31730
C -2.15669 -1.62954 3.22871
O -0.69492 -3.51541 3.78355
H -3.14824 -3.55488 4.92737
H -1.88418 -3.43805 6.16013
H -2.93556 -2.05017 5.83115
H -0.66689 -1.78093 4.78781
H -2.89653 -2.27003 2.73902
H -1.47900 -1.27273 2.45850
H -2.67765 -0.76470 3.63989
H -1.32229 -4.10030 3.34094
C -7.76657 5.70588 4.17801
C -6.77567 6.35587 5.13203
C -5.71599 7.15238 4.38605
O -6.17379 5.37780 5.97496
H -7.24437 5.00473 3.52131
H -8.52143 5.15040 4.73470
H -8.26805 6.45098 3.55822
H -7.31052 7.01849 5.81589
H -5.14632 6.48890 3.72944
H -5.02165 7.61484 5.08749
H -6.16609 7.93454 3.77274
H -5.69204 4.76852 5.40044
C 5.01708 -8.68881 -4.49906
C 5.24949 -7.37665 -3.76671
C 4.19697 -7.13445 -2.69505
O 5.30370 -6.28600 -4.68170
H 4.04676 -8.66921 -5.00326
H 5.78760 -8.84618 -5.25333
H 5.02433 -9.53458 -3.81011
H 6.23812 -7.39227 -3.30348
H 3.20456 -7.07233 -3.15046
H 4.38923 -6.19566 -2.17430
H 4.18448 -7.94202 -1.96178
H 4.45015 -6.20983 -5.12664
*
```

Output
orbital gap = 8.9 eV

Atomic partial charges in e from the Löwdin method, atoms 1 to 8: -0.102 -0.202 -0.228 -0.165 -0.200 -0.205 -0.201 -0.196


[2]
Entry from OMol25: a structure of composition C37H83F16N12O39S8 at a distorted geometry (ωB97M-V with the def2-TZVPD basis set).

Structure (ORCA input):
```
! wB97M-V def2-TZVPD RIJCOSX def2/J DEFGRID3
* xyz 1 1
C -11.31437 13.84688 22.78445
C -12.06000 14.96582 23.47136
O -13.14530 15.42980 22.99635
N -11.47402 15.48285 24.58370
H -10.83362 14.95205 25.15040
H -8.98976 14.94920 24.01394
C -12.28045 16.58510 25.30493
H -10.80679 13.15102 23.45318
H -10.52786 14.24982 22.18324
H -11.99638 13.33645 22.16124
H -11.86755 16.67238 26.23475
H -13.31956 16.33656 25.35519
H -12.16913 17.54463 24.72630
C -17.09764 10.80514 29.70534
C -15.73085 10.39082 30.08838
O -15.17862 9.50038 29.51318
N -15.22737 10.74173 31.29073
H -15.68807 11.53897 31.76632
H -14.50953 7.90808 29.46715
C -13.80743 10.53803 31.74837
H -17.80503 11.00353 30.59774
H -17.50834 9.95889 29.15099
H -17.20850 11.75683 29.19712
H -13.16323 10.43954 30.90001
H -13.77437 9.70448 32.40500
H -13.46570 11.35816 32.38285
C -5.43022 6.19810 23.43705
C -4.40645 6.31223 24.60575
O -3.68090 5.49925 25.03136
N -4.30393 7.80108 25.11797
H -4.49188 8.46496 24.34734
H -5.17138 7.93601 25.72585
C -3.15917 8.11221 26.08342
H -5.04828 6.76429 22.56695
H -6.38708 6.68754 23.61591
H -5.64792 5.18072 23.10669
H -3.40685 7.56594 26.95532
H -2.97700 9.21311 26.25956
H -2.27369 7.65197 25.64918
C -7.30876 10.39702 20.68048
C -7.27172 8.84742 20.42996
O -6.55503 8.03072 20.98236
N -8.18509 8.41319 19.43836
H -9.54600 8.00564 20.48178
H -8.65185 9.17423 18.94703
C -7.78416 7.30293 18.59015
H -6.28135 10.86015 20.51471
H -7.73403 10.73434 21.59600
H -8.05154 10.79808 19.95916
H -7.73593 6.33225 19.07200
H -6.72789 7.38976 18.33758
H -8.39630 7.27415 17.70884
C -18.60370 17.27288 18.75922
C -17.85460 16.36548 19.66257
O -17.55160 16.82258 20.75765
N -17.32506 15.23683 19.14156
H -16.44799 9.83619 21.54788
H -17.63481 14.83747 18.25098
C -16.46922 14.35639 20.02277
H -18.86983 18.23877 19.22397
H -19.45181 16.89941 18.07941
H -17.77757 17.47408 18.00783
H -15.87931 14.96971 20.69790
H -15.79705 13.95497 19.32319
H -17.03109 13.57766 20.61511
C -14.21244 6.62418 20.28442
C -14.55292 6.23079 21.70468
O -14.88971 5.17537 22.15775
N -14.20764 7.44641 22.65719
H -13.22519 7.71921 22.43486
H -14.77038 8.21571 22.31524
C -14.37231 7.09523 24.10461
H -13.18128 6.87590 20.26782
H -14.80259 7.50092 19.87909
H -14.33375 5.74979 19.70369
H -13.72898 7.67137 24.73994
H -14.08584 6.06053 24.21536
H -15.44047 7.13397 24.21683
C -10.77933 9.86106 24.44530
C -11.08107 9.61159 25.91592
O -11.68849 8.66874 26.39320
N -10.61297 10.67078 26.84396
H -9.65106 10.30555 27.07686
H -10.53383 11.61478 26.27496
C -11.58567 10.73875 28.03684
H -10.58170 10.93506 24.33969
H -11.58109 9.57314 23.80397
H -9.93107 9.28048 24.05464
H -11.46836 11.75475 28.39015
H -11.28910 9.89229 28.72103
H -12.53630 10.57889 27.57635
C -9.72450 5.42613 30.54773
C -10.63189 6.29067 29.77358
O -11.07716 7.38255 30.01273
N -11.25166 5.64881 28.58364
H -11.45489 4.61691 28.70156
H -12.15157 6.07580 28.38166
C -10.28321 5.94602 27.47856
H -9.68403 4.45092 30.05481
H -10.02885 5.24727 31.57694
H -8.62060 5.63900 30.47407
H -10.04590 6.98546 27.63592
H -10.58822 5.80484 26.47507
H -9.43365 5.30075 27.62583
C -17.23564 14.69077 24.13224
C -16.26044 15.76981 24.37476
O -16.02587 16.33020 25.39788
N -15.58334 16.34345 23.10690
H -14.52482 16.06625 23.12575
H -16.01925 15.87337 22.30781
C -15.77311 17.82227 23.04657
H -17.68749 14.44638 25.07375
H -16.64662 13.80498 23.92841
H -17.94385 15.03778 23.35911
H -15.08509 18.40527 22.51420
H -15.82431 18.10697 24.07134
H -16.83437 17.87847 22.64413
C -10.40750 5.94009 35.78981
C -10.66605 6.61101 34.43945
O -10.95104 5.98380 33.39988
N -10.30789 7.91640 34.43956
H -7.48755 14.39965 27.23728
H -10.13063 8.36184 35.31178
C -10.60811 8.70562 33.23130
H -9.38844 6.00671 36.08884
H -10.61703 4.89438 35.73824
H -11.03516 6.34722 36.60342
H -10.70247 9.78785 33.45996
H -11.38310 8.20331 32.68425
H -9.80802 8.60876 32.49067
C -9.01976 5.18678 22.43311
F -8.69890 4.80843 23.65132
F -7.89147 5.31805 21.73815
F -9.83369 4.29165 21.89428
S -9.89365 6.72855 22.37607
O -9.07053 7.66062 23.11052
O -10.07583 7.18568 20.79869
O -11.20425 6.58585 22.86890
C -6.08291 9.36739 28.67777
F -5.57400 10.39592 27.99223
F -5.07034 8.58458 29.01494
F -6.73949 9.81416 29.76545
S -7.24481 8.42956 27.64827
O -7.86584 7.38662 28.48859
O -8.10541 9.50479 27.21867
O -6.34413 7.94720 26.54764
C -14.19065 13.68484 27.96039
F -14.40873 12.76423 28.93741
F -15.19259 14.53991 27.90019
F -13.09316 14.38595 28.31616
S -13.93814 12.84331 26.27457
O -14.61974 11.55807 26.54430
O -14.51587 13.73680 25.35317
O -12.45597 12.73596 26.09739
C -12.72910 10.98602 19.47662
F -11.95400 12.01320 19.84348
F -13.42477 11.49150 18.39383
F -11.97125 9.97490 19.02950
S -13.87709 10.33416 20.80585
O -13.03255 9.32845 21.48539
O -14.15684 11.49585 21.64228
O -14.95252 9.77933 20.03660
N -8.26054 14.79256 27.84233
S -8.60616 16.33930 27.83459
O -10.01993 16.50828 27.55220
O -7.56254 16.91570 27.03925
F -8.23817 16.71808 29.32873
S -9.17411 13.67537 28.78818
O -8.48760 12.44717 28.52483
O -10.55513 13.66575 28.62512
F -8.81624 14.27165 30.16894
N -4.87203 10.03621 23.37518
S -6.05663 10.77085 24.04930
O -6.64807 11.81766 23.31318
O -5.91954 10.98371 25.45869
F -7.03192 9.48360 24.01293
S -3.45734 10.71402 23.22239
O -2.49168 10.19729 24.14936
O -3.59824 12.15486 23.00073
F -3.00215 10.08124 21.88336
O -15.44310 10.13756 24.24518
C -16.14339 10.60702 23.22284
O -16.62634 11.66291 22.97768
O -16.22225 9.52400 22.40356
H -15.37110 10.76773 25.02710
O -14.56679 8.23031 27.12103
C -14.12805 7.10940 27.70358
O -13.54086 6.26064 27.12802
O -14.10825 7.05521 29.04692
H -15.09646 8.71138 27.81593
O -7.03218 13.30823 25.56553
C -8.23838 13.58762 25.07935
O -9.38147 13.26770 25.40010
O -8.12497 14.65515 24.28937
H -6.87779 12.30790 25.72641
*
```

Output
orbital gap = 9.8 eV

Atomic partial charges in e from the Löwdin method, atoms 1 to 8: 0.032 -0.439 -0.022 0.081 0.089 0.096 0.011 0.063